Record 1
This record from OMol25 describes a cluster of 7 separate species, C27H47BCl3F7N4O4S in total at a distorted geometry. The level of theory is ωB97M-V with the def2-TZVPD basis set.

Results
Spin multiplicity: 2
Charge: -1
⟨S²⟩: 0.755
Gap between HOMO and LUMO (alpha / beta): 0.1997 / 0.1961 Eh
Total energy: -4079.6657 Eh

Each line ends with the Mulliken spin population.
CARTESIAN COORDINATES (ANGSTROEM)
C  0.296  -0.835  -0.017  0.000
C  -0.010  0.136  -1.136  0.000
C  1.289  0.099  -1.984  0.000
N  1.381  1.191  -3.063  0.000
C  1.340  2.604  -2.392  0.000
C  0.198  1.065  -4.074  0.000
C  0.696  1.762  -5.267  0.000
C  2.209  1.717  -5.312  0.000
C  2.594  0.979  -4.011  0.000
H  0.902  -1.679  -0.346  0.000
H  -0.602  -1.075  0.553  0.000
H  0.957  -0.358  0.706  0.000
H  -0.116  1.108  -0.654  0.000
H  -0.915  -0.029  -1.721  0.000
H  1.437  -0.843  -2.513  0.000
H  2.150  0.289  -1.344  0.000
H  2.044  2.695  -1.565  0.000
H  0.358  2.943  -2.060  0.000
H  1.452  3.354  -3.175  0.000
H  -0.594  1.604  -3.556  0.000
H  -0.017  -0.002  -4.135  0.000
H  0.318  2.784  -5.243  0.000
H  0.133  1.332  -6.096  0.000
H  2.629  2.722  -5.334  0.000
H  2.622  1.183  -6.168  0.000
H  3.443  1.457  -3.522  0.000
H  2.771  -0.094  -4.096  0.000
C  7.594  2.494  0.107  0.000
F  8.042  1.233  0.634  0.000
F  8.028  2.834  -1.141  0.000
F  6.256  2.465  -0.025  0.000
S  8.212  3.825  1.281  0.000
O  7.615  3.527  2.589  0.000
O  9.653  3.641  1.326  0.000
O  7.710  5.116  0.735  0.000
B  5.073  7.647  -3.663  0.000
F  4.705  7.278  -2.373  0.000
F  5.520  8.876  -3.532  0.000
F  6.050  6.719  -3.929  0.000
F  3.922  7.513  -4.467  0.000
C  -1.834  -8.605  -1.150  0.000
Cl  -1.631  -6.817  -0.828  0.000
Cl  -2.674  -9.414  0.226  0.000
Cl  -0.168  -9.175  -1.370  0.000
H  -2.447  -8.781  -2.034  0.000
C  -6.560  -2.263  9.722  0.004
C  -5.792  -3.246  8.862  0.000
C  -6.725  -4.558  8.788  0.011
C  -6.356  -5.598  7.782  -0.003
C  -6.121  -4.915  6.402  0.010
C  -5.066  -3.754  6.367  0.007
N  -5.552  -2.825  7.448  0.328
O  -4.990  -1.486  7.335  0.620
C  -3.593  -4.247  6.377  0.013
C  -5.372  -3.159  5.056  0.001
C  -4.492  -3.679  9.624  0.029
H  -5.887  -1.518  10.148  0.001
H  -7.010  -2.681  10.623  0.000
H  -7.195  -1.584  9.152  -0.005
H  -6.886  -5.111  9.714  0.000
H  -7.743  -4.309  8.487  -0.003
H  -7.232  -6.245  7.736  0.001
H  -5.520  -6.208  8.125  0.000
H  -7.125  -4.782  5.999  -0.002
H  -5.760  -5.703  5.740  0.001
H  -3.466  -4.943  7.206  -0.003
H  -3.368  -4.872  5.513  0.001
H  -2.793  -3.518  6.510  -0.003
H  -4.816  -2.228  4.950  0.002
H  -5.020  -3.882  4.320  0.000
H  -6.382  -2.814  4.835  -0.005
H  -4.099  -4.573  9.138  -0.001
H  -4.786  -3.895  10.651  0.000
H  -3.706  -2.926  9.557  -0.004
N  9.291  1.644  -9.917  0.000
C  8.389  1.233  -9.005  0.000
C  8.194  -0.113  -9.086  0.000
C  9.125  -0.575  -10.076  0.000
C  9.729  0.565  -10.626  0.000
H  9.515  2.600  -10.150  0.000
H  7.867  2.004  -8.458  0.000
H  7.577  -0.786  -8.509  0.000
H  9.305  -1.602  -10.359  0.000
H  10.396  0.642  -11.472  0.000
N  -3.285  6.804  -2.370  0.000
C  -3.773  5.685  -1.810  0.000
C  -4.376  4.883  -2.806  0.000
C  -4.317  5.617  -3.997  0.000
C  -3.603  6.757  -3.780  0.000
H  -2.763  7.460  -1.806  0.000
H  -3.630  5.438  -0.769  0.000
H  -4.720  3.884  -2.585  0.000
H  -4.711  5.348  -4.966  0.000
H  -3.388  7.550  -4.481  0.000

Record 2
This record from OMol25 describes the molecule C16H19N3O3. The level of theory is ωB97M-V with the def2-TZVPD basis set.

Results
SMILES string: CC[C@@H](CCC(=O)Nc1ccn(-c2ccccc2)n1)C(=O)O
Charge: 0
Energy above the lowest of the compared OMol25 structures with the same formula, charge and spin: 1.2455 eV
Gap between HOMO and LUMO: 0.3282 Eh
Total energy: -1011.1296 Eh

Each line ends with the natural charge from an NBO analysis.
CARTESIAN COORDINATES (ANGSTROEM)
C  -0.728  -4.221  2.019  -0.607
H  -1.566  -4.189  2.712  0.204
C  -1.174  -4.759  0.666  -0.393
C  -2.358  -3.989  0.073  -0.320
C  -2.765  -4.603  -1.249  0.803
O  -2.027  -5.128  -2.039  -0.601
O  -4.079  -4.473  -1.469  -0.685
H  -4.316  -4.826  -2.342  0.498
H  -3.219  -4.058  0.745  0.229
C  -2.085  -2.492  -0.169  -0.381
C  -0.881  -2.225  -1.080  -0.503
C  -0.864  -0.749  -1.438  0.693
O  -1.599  -0.263  -2.266  -0.606
N  0.029  -0.023  -0.704  -0.607
C  0.247  1.339  -0.795  0.302
N  1.165  1.900  -0.027  -0.312
N  1.154  3.208  -0.328  -0.191
C  0.232  3.476  -1.287  -0.020
C  -0.380  2.297  -1.620  -0.335
H  -1.153  2.118  -2.335  0.260
H  0.069  4.461  -1.672  0.219
C  2.028  4.083  0.318  0.230
C  2.942  3.563  1.232  -0.251
C  3.821  4.402  1.887  -0.191
C  3.802  5.766  1.641  -0.228
C  2.893  6.283  0.734  -0.193
C  2.006  5.453  0.073  -0.263
H  1.305  5.878  -0.627  0.212
H  2.870  7.345  0.538  0.215
H  4.490  6.421  2.152  0.214
H  4.527  3.990  2.593  0.215
H  2.942  2.500  1.410  0.243
H  0.620  -0.485  -0.028  0.411
H  -0.990  -2.798  -2.002  0.249
H  0.048  -2.518  -0.591  0.203
H  -2.972  -2.052  -0.631  0.233
H  -1.934  -2.000  0.793  0.211
H  -1.477  -5.802  0.782  0.212
H  -0.346  -4.744  -0.042  0.215
H  0.039  -4.866  2.440  0.217
H  -0.315  -3.219  1.933  0.196

Record 3
This record from OMol25 describes the molecule CN4S2 at a distorted geometry. The level of theory is ωB97M-V with the def2-TZVPD basis set.

Results
Charge: 0
Energy above the lowest of the compared OMol25 structures with the same formula, charge and spin: 0.0000 eV
Gap between HOMO and LUMO: 0.3204 Eh
Total energy: -1053.4044 Eh

Each line ends with the natural charge from an NBO analysis.
CARTESIAN COORDINATES (ANGSTROEM)
C  0.789  -1.730  -0.502  0.000
N  -0.021  -2.140  -1.226  -0.265
N  -2.106  1.242  -0.666  -0.001
N  -1.252  1.264  0.059  0.249
N  -0.396  1.352  0.895  -0.515
S  1.691  -1.022  0.739  0.183
S  1.295  1.034  0.701  0.349

Record 4
This record from OMol25 describes the molecule C19H19F3N2O5S2 at a distorted geometry. The level of theory is ωB97M-V with the def2-TZVPD basis set.

Results
SMILES string: CC(=O)c1ccc(S(=O)(=O)N2CCN(S(=O)(=O)c3ccccc3C(F)(F)F)CC2)cc1
Charge: 0
Gap between HOMO and LUMO: 0.3487 Eh
Total energy: -2317.1088 Eh

Each line ends with the natural charge from an NBO analysis.
CARTESIAN COORDINATES (ANGSTROEM)
C  6.914  -2.157  -1.384  -0.720
C  6.186  -2.152  -0.065  0.575
O  6.402  -2.978  0.790  -0.521
C  5.177  -1.071  0.151  -0.166
C  4.561  -1.010  1.403  -0.144
C  3.617  -0.038  1.677  -0.202
C  3.293  0.877  0.693  -0.324
C  3.890  0.837  -0.552  -0.210
C  4.836  -0.135  -0.826  -0.131
H  5.301  -0.158  -1.798  0.215
H  3.618  1.582  -1.283  0.241
S  2.003  2.084  1.004  2.336
O  1.908  2.323  2.410  -0.930
O  2.173  3.190  0.111  -0.935
N  0.601  1.306  0.544  -0.673
C  0.182  0.194  1.363  -0.242
C  -1.298  -0.082  1.096  -0.237
N  -1.481  -0.294  -0.320  -0.684
S  -2.757  -1.216  -0.833  2.336
O  -2.831  -2.361  0.010  -0.916
O  -2.592  -1.392  -2.244  -0.938
C  -4.211  -0.149  -0.631  -0.235
C  -4.346  0.803  -1.628  -0.208
C  -5.372  1.731  -1.590  -0.193
C  -6.278  1.705  -0.543  -0.189
C  -6.165  0.744  0.446  -0.170
C  -5.130  -0.188  0.411  -0.163
C  -5.080  -1.243  1.490  0.980
F  -5.289  -2.473  1.022  -0.304
F  -3.927  -1.239  2.174  -0.321
F  -6.037  -1.043  2.419  -0.328
H  -6.884  0.711  1.250  0.241
H  -7.083  2.421  -0.499  0.225
H  -5.466  2.466  -2.375  0.226
H  -3.648  0.776  -2.447  0.242
C  -1.048  0.807  -1.144  -0.240
H  -1.197  0.512  -2.182  0.243
C  0.433  1.068  -0.868  -0.232
H  0.775  1.962  -1.389  0.243
H  1.019  0.196  -1.196  0.188
H  -1.622  1.719  -0.920  0.190
H  -1.617  -0.989  1.606  0.253
H  -1.894  0.772  1.446  0.190
H  0.340  0.479  2.403  0.245
H  0.765  -0.710  1.130  0.190
H  3.143  0.039  2.643  0.244
H  4.842  -1.740  2.147  0.246
H  7.431  -1.212  -1.533  0.232
H  6.208  -2.303  -2.199  0.233
H  7.637  -2.969  -1.389  0.244

Record 5
This record from OMol25 describes the ion C5H5N2O3 with charge +1 at a distorted geometry. The level of theory is ωB97M-V with the def2-TZVPD basis set.

Results
SMILES string: C=NC(=O)/C=C\C(O)=[N+]=O
Charge: +1
Energy above the lowest of the compared OMol25 structures with the same formula, charge and spin: 4.4455 eV
Gap between HOMO and LUMO (alpha / beta): 0.2323 / 0.2325 Eh
Total energy: -528.2581 Eh

Each line ends with the natural charge from an NBO analysis.
CARTESIAN COORDINATES (ANGSTROEM)
C  -1.227  -0.978  -0.407  -0.252
C  -0.374  -0.583  -1.323  -0.154
C  -0.910  -0.744  1.011  0.489
C  1.094  -0.200  -1.123  0.619
C  1.090  2.031  -0.199  0.051
N  1.164  0.792  -0.105  -0.481
N  -0.222  -1.562  1.662  0.288
O  0.584  -2.417  1.881  0.014
O  1.943  -0.754  -1.793  -0.451
O  -1.509  0.340  1.495  -0.601
H  -2.292  -1.372  -0.456  0.290
H  -0.730  -0.507  -2.356  0.276
H  1.372  2.455  0.707  0.190
H  -0.912  0.915  2.051  0.535
H  0.928  2.581  -1.046  0.187

Record 6
This record from OMol25 describes the molecule C5H6O2. The level of theory is ωB97M-V with the def2-TZVPD basis set.

Results
SMILES string: C#C[C@@H](C)OC=O
Charge: 0
Energy above the lowest of the compared OMol25 structures with the same formula, charge and spin: 1.8716 eV
Gap between HOMO and LUMO: 0.4171 Eh
Total energy: -344.5331 Eh

Each line ends with the natural charge from an NBO analysis.
CARTESIAN COORDINATES (ANGSTROEM)
C  -1.189  -1.065  0.726  -0.608
C  -0.044  -0.124  0.366  0.004
O  0.764  -0.810  -0.616  -0.499
C  2.016  -0.356  -0.779  0.653
O  2.538  0.526  -0.153  -0.573
C  -0.521  1.161  -0.169  -0.031
C  -0.934  2.223  -0.555  -0.214
H  -2.001  -0.497  1.194  0.227
H  -0.845  -1.844  1.418  0.219
H  -1.573  -1.541  -0.185  0.226
H  0.580  0.079  1.241  0.229
H  2.500  -0.923  -1.590  0.125
H  -1.292  3.169  -0.899  0.242

Record 7
This record from OMol25 describes the molecule C5H7NO at a distorted geometry. The level of theory is ωB97M-V with the def2-TZVPD basis set.

Results
SMILES string: Cc1occc1N
Charge: 0
Energy above the lowest of the compared OMol25 structures with the same formula, charge and spin: 3.5059 eV
Gap between HOMO and LUMO (alpha / beta): 0.2998 / 0.2998 Eh
Total energy: -324.5956 Eh

Each line ends with the natural charge from an NBO analysis.
CARTESIAN COORDINATES (ANGSTROEM)
C  -0.382  0.614  1.757  -0.658
C  0.194  0.618  0.392  0.214
C  0.249  -0.550  -0.354  0.112
N  0.851  -1.744  0.047  -0.817
C  -0.508  -0.203  -1.472  -0.319
C  -0.359  1.191  -1.620  0.010
O  0.038  1.705  -0.408  -0.416
H  -0.437  -0.430  2.087  0.229
H  0.205  1.209  2.446  0.218
H  -1.414  1.006  1.733  0.225
H  0.795  -2.511  -0.611  0.381
H  1.811  -1.614  0.354  0.392
H  -1.279  -0.840  -1.893  0.230
H  0.237  1.550  -2.459  0.200

Record 8
This record from OMol25 describes a structure of composition C30H26BrCl2I3N4O2Ti at a distorted geometry. The level of theory is ωB97M-V with the def2-TZVPD basis set.

Results
Charge: -2
Energy above the lowest of the compared OMol25 structures with the same formula, charge and spin: 0.0000 eV
Gap between HOMO and LUMO (alpha / beta): 0.1601 / 0.1602 Eh
Total energy: -6765.2546 Eh

Each line ends with the natural charge from an NBO analysis.
CARTESIAN COORDINATES (ANGSTROEM)
Ti  -0.255  -0.486  -0.001  1.351
Cl  -6.260  1.088  2.800  -0.025
C  -4.548  0.876  2.593  -0.094
C  -4.094  -0.028  1.649  -0.216
C  -2.729  -0.199  1.434  0.114
N  -2.157  -1.035  0.467  -0.750
C  -2.837  -2.072  -0.057  0.633
O  -3.964  -2.465  0.227  -0.634
C  -2.020  -2.839  -1.037  0.164
C  -2.595  -3.908  -1.710  -0.217
C  -1.819  -4.695  -2.533  -0.159
C  -0.456  -4.416  -2.578  -0.255
C  0.030  -3.346  -1.860  0.072
N  -0.728  -2.508  -1.151  -0.466
C  -1.806  0.566  2.176  0.272
C  -2.285  1.458  3.134  -0.274
C  -3.643  1.610  3.340  -0.047
Cl  -4.185  2.755  4.532  -0.028
N  -0.481  0.515  1.782  -0.806
C  0.456  0.908  2.699  0.673
O  0.391  0.710  3.902  -0.599
C  1.489  1.867  2.189  0.107
C  2.397  2.427  3.087  -0.208
C  3.145  3.514  2.686  -0.187
C  2.915  4.048  1.425  -0.261
C  1.981  3.429  0.611  0.054
N  1.310  2.338  0.962  -0.360
H  -4.798  -0.589  1.061  0.258
H  -3.648  -4.089  -1.547  0.248
H  -2.242  -5.521  -3.090  0.209
H  0.218  -5.026  -3.164  0.215
H  1.096  -3.163  -1.858  0.223
H  -1.588  2.063  3.692  0.235
H  2.464  2.003  4.079  0.237
H  3.875  3.960  3.351  0.201
H  3.453  4.920  1.077  0.206
H  1.747  3.828  -0.369  0.203
I  1.283  -2.314  1.462  -0.403
C  4.054  -0.321  -0.049  -1.018
I  3.152  0.596  -1.677  0.683
H  5.038  -0.646  -0.399  0.167
H  4.178  0.452  0.713  0.171
Br  -5.028  2.667  -3.058  -0.083
C  -3.596  3.694  -3.859  -0.121
C  -3.965  4.537  -4.904  -0.277
C  -2.982  5.294  -5.528  -0.278
C  -1.664  5.200  -5.099  -0.277
C  -1.338  4.347  -4.044  -0.198
C  -2.306  3.576  -3.410  -0.339
I  -1.634  1.869  -1.027  -0.185
H  -5.002  4.598  -5.222  0.192
H  -3.252  5.955  -6.345  0.183
H  -0.892  5.791  -5.589  0.176
H  -0.301  4.289  -3.712  0.163
C  -0.722  -0.656  -3.551  -0.608
C  0.733  -0.212  -3.284  -0.109
C  0.828  1.258  -3.730  -0.629
C  1.620  -1.060  -4.215  -0.616
C  1.140  -0.383  -1.783  -0.751
H  -1.037  -0.270  -4.523  0.210
H  -1.416  -0.270  -2.804  0.248
H  -0.810  -1.740  -3.591  0.185
H  0.336  1.387  -4.696  0.210
H  1.867  1.576  -3.846  0.183
H  0.335  1.909  -3.009  0.259
H  1.295  -0.946  -5.253  0.200
H  1.544  -2.121  -3.963  0.190
H  2.668  -0.760  -4.159  0.204
H  1.553  -1.392  -1.660  0.179